Entry 1:
ORCA calculation (the ωB97M-V functional and the def2-TZVPD basis) on a structure of composition C6H3F3NRhSSe3Te.

```
19
Properties=species:S:1:pos:R:3:forces:R:3:lowdin_spin:R:1
Rh -2.309 -1.229 1.623 -0.2 0.4 0.1 1.00
Se -3.122 -3.328 0.716 -0.1 -0.2 -0.1 0.21
Se -1.659 -4.939 1.491 0.0 0.1 0.0 0.45
Te 0.582 -4.120 0.979 0.0 0.0 0.0 0.93
Se -0.283 -1.738 -0.868 -0.1 -0.1 -0.1 0.46
F -0.254 3.422 1.154 0.0 0.0 -0.1 0.00
C -0.293 2.939 -0.104 0.0 -0.1 0.1 0.00
F 0.534 3.710 -0.834 0.0 0.0 0.0 0.00
F -1.533 3.156 -0.575 0.1 0.0 0.0 0.00
C 0.086 1.470 -0.151 -0.4 0.0 0.2 0.04
C 1.278 1.162 -0.776 0.4 0.0 -0.2 0.18
C 1.980 -0.057 -0.987 -0.1 0.0 0.0 0.07
C 1.530 -1.334 -1.007 0.0 0.1 0.1 0.19
N -0.670 -0.722 0.690 0.2 -0.1 0.0 0.08
C -0.772 0.618 0.572 0.0 0.0 0.0 0.20
S -2.174 1.062 1.563 0.2 -0.2 0.0 0.18
H 1.828 2.023 -1.134 0.0 0.0 0.0 0.01
H 3.037 0.065 -1.204 0.0 0.0 0.0 0.00
H 2.215 -2.160 -1.146 -0.1 0.0 0.0 0.01
```
Positions in Å, forces in eV/Å.

For the highest occupied orbital energy (spin up / spin down), the calculation gives -0.25723 / -0.30714 Ha. The expectation value of S² is 6.051. For the total energy, the calculation gives -8565.72563 a.u. The LUMO energy (spin up / spin down) comes out at -1.1 / -3.0 eV. The multiplicity is 5. For the molecular weight, the calculation gives 645.54 g/mol. The calculation puts the relative energy (zero: lowest compared OMol25 entry of this formula, charge and spin) at 93.2 kcal per mole.



Entry 2:
ORCA calculation (the ωB97M-V functional and the def2-TZVPD basis) on a cluster of 2 separate species, C6H3F5N2 in total in a non-equilibrium geometry.

```
16
Properties=species:S:1:pos:R:3:forces:R:3:nbo_charge:R:1
C 0.530 0.774 1.528 0.3 -0.6 0.7 0.22
C 0.522 -1.494 0.524 0.6 -1.1 0.5 0.21
C -1.037 0.287 -0.412 0.1 -0.2 -0.2 -0.52
C 2.485 0.836 -0.786 -1.6 1.7 -0.8 0.60
C 0.097 -0.141 0.500 1.0 1.3 -0.1 -0.15
C -2.173 -0.628 -0.007 -3.1 0.1 -0.6 0.98
N 0.913 1.399 2.434 -0.5 -0.5 -1.2 -0.24
N 0.840 -2.617 0.600 -0.3 1.7 -0.3 -0.23
F 2.189 1.301 -1.993 -0.2 0.9 -0.1 -0.32
F 3.034 1.778 -0.037 0.0 -1.7 -0.4 -0.28
F -3.339 -0.322 -0.688 1.1 0.2 0.0 -0.34
F -2.556 -0.558 1.288 0.9 0.4 -0.2 -0.32
F -1.944 -1.901 -0.265 0.4 -0.5 -0.2 -0.31
H -1.353 1.322 -0.171 0.3 -0.6 -0.3 0.27
H -0.819 0.159 -1.534 -0.4 0.2 1.7 0.27
H 2.611 -0.195 -0.983 1.4 -1.3 1.5 0.17
```
Positions in Å, forces in eV/Å.

For the highest occupied orbital energy (spin up / spin down), the calculation gives -0.37095 / -0.34666 Ha. For the total energy, the calculation gives -839.13124 a.u. The LUMO energy (spin up / spin down) comes out at -0.5 / -2.7 eV. For the molecular weight, the calculation gives 198.09 g/mol. The calculation puts the relative energy (zero: lowest compared OMol25 entry of this formula, charge and spin) at 42.9 kcal per mole.